# C24H34N2O4

A single C24H34N2O4 molecule (the ωB97M-V functional and the def2-TZVPD basis, the OMol25 dataset).

XYZ file:
```
64
Properties=species:S:1:pos:R:3:nbo_charge:R:1
C 4.464 3.231 -0.773 -0.251
O 5.073 2.022 -1.149 -0.551
C 6.351 1.816 -0.587 -0.054
C 6.327 1.191 0.820 -0.525
C 6.106 -0.312 0.724 0.686
O 7.067 -1.050 0.589 -0.644
N 4.848 -0.800 0.803 -0.438
C 3.605 -0.069 0.799 -0.210
C 2.889 -0.242 -0.543 -0.449
C 2.654 -1.730 -0.831 0.101
O 1.767 -2.305 0.118 -0.509
C 0.430 -2.102 0.027 0.320
C -0.223 -1.396 -0.979 -0.265
C -1.603 -1.286 -0.969 -0.192
C -2.362 -1.862 0.042 -0.179
C -3.844 -1.739 0.133 0.680
O -4.425 -1.743 1.202 -0.637
N -4.498 -1.687 -1.055 -0.611
C -5.893 -1.331 -1.131 -0.221
C -6.078 0.165 -1.453 -0.436
C -5.325 1.001 -0.455 0.035
C -4.109 1.461 -0.715 -0.203
C -3.261 2.219 0.259 -0.435
C -4.077 2.711 1.450 -0.391
C -4.982 1.592 1.949 -0.396
C -5.996 1.227 0.869 -0.445
C -1.699 -2.544 1.063 -0.135
C -0.331 -2.673 1.053 -0.261
C 3.975 -2.495 -0.723 -0.419
C 4.641 -2.224 0.625 -0.231
H 4.316 3.306 0.311 0.161
H 5.060 4.091 -1.101 0.173
H 3.494 3.255 -1.266 0.196
H 6.900 2.767 -0.558 0.171
H 6.873 1.135 -1.265 0.203
H 7.318 1.323 1.257 0.244
H 5.599 1.690 1.457 0.210
H 3.770 0.989 0.985 0.213
H 2.972 -0.471 1.600 0.202
H 1.937 0.291 -0.508 0.216
H 3.505 0.187 -1.334 0.237
H 2.248 -1.860 -1.845 0.184
H 0.327 -0.924 -1.779 0.211
H -2.074 -0.709 -1.751 0.207
H -3.960 -1.620 -1.904 0.390
H -6.322 -1.561 -0.154 0.231
H -6.383 -1.944 -1.893 0.199
H -5.708 0.361 -2.463 0.201
H -7.143 0.398 -1.423 0.215
H -3.656 1.281 -1.683 0.187
H -2.780 3.061 -0.248 0.208
H -2.463 1.554 0.607 0.209
H -3.409 3.048 2.245 0.206
H -4.692 3.561 1.144 0.192
H -5.501 1.898 2.859 0.204
H -4.383 0.709 2.178 0.219
H -6.533 0.324 1.165 0.219
H -6.734 2.029 0.759 0.206
H -2.288 -2.970 1.861 0.236
H 0.186 -3.211 1.832 0.225
H 3.786 -3.564 -0.828 0.222
H 4.636 -2.173 -1.528 0.216
H 5.613 -2.714 0.678 0.252
H 3.998 -2.589 1.431 0.200
```

Output
Lowest unoccupied orbital energy in Eh: 0.01906
Calculated total energy in eV: -36610.76803
SMILES string: COCCC(=O)N1CCC(Oc2ccc(C(=O)NCCC3=CCCCC3)cc2)CC1



# C24H34N4O6

A single C24H34N4O6 molecule (the ωB97M-V functional and the def2-TZVPD basis, the OMol25 dataset).

XYZ file:
```
68
Properties=species:S:1:pos:R:3:nbo_charge:R:1
C 6.712 4.779 -0.461 -0.634
C 7.540 3.781 0.335 -0.076
O 6.856 2.532 0.475 -0.507
C 6.958 1.662 -0.529 0.817
O 7.589 1.854 -1.535 -0.611
C 6.211 0.381 -0.205 -0.322
C 5.732 -0.311 -1.490 -0.419
C 5.645 -1.826 -1.254 -0.218
N 5.290 -2.096 0.122 -0.453
C 4.022 -2.060 0.653 0.796
O 3.842 -2.096 1.855 -0.662
N 3.003 -2.026 -0.268 -0.617
C 1.628 -2.058 -0.036 0.146
C 1.065 -2.207 1.229 -0.240
C -0.306 -2.219 1.375 -0.214
C -1.150 -2.086 0.275 0.111
N -2.533 -2.094 0.504 -0.600
C -3.553 -1.933 -0.383 0.688
O -3.404 -1.808 -1.579 -0.620
C -4.918 -1.927 0.311 -0.305
C -5.095 -0.641 1.135 -0.402
C -5.236 0.568 0.208 -0.221
N -6.355 0.374 -0.680 -0.451
C -7.544 1.002 -0.558 0.895
O -8.522 0.753 -1.225 -0.662
O -7.515 1.980 0.381 -0.538
C -8.718 2.735 0.502 -0.061
C -8.487 3.838 1.517 -0.622
C -6.232 -0.787 -1.535 -0.230
C -6.066 -2.057 -0.697 -0.406
C -0.590 -1.945 -0.990 -0.189
C 0.782 -1.933 -1.136 -0.238
C 6.389 -1.802 1.025 -0.220
C 7.158 -0.551 0.566 -0.409
H 6.573 4.419 -1.477 0.222
H 5.739 4.916 0.003 0.211
H 7.228 5.735 -0.494 0.217
H 7.704 4.129 1.356 0.190
H 8.500 3.603 -0.160 0.198
H 5.370 0.631 0.447 0.231
H 6.438 -0.096 -2.293 0.239
H 4.759 0.094 -1.776 0.207
H 4.957 -2.306 -1.952 0.201
H 6.623 -2.287 -1.415 0.209
H 3.247 -1.944 -1.242 0.393
H 1.707 -2.307 2.088 0.262
H -0.730 -2.334 2.363 0.203
H -2.785 -2.218 1.475 0.396
H -4.946 -2.791 0.987 0.220
H -4.250 -0.485 1.809 0.206
H -6.001 -0.730 1.740 0.213
H -5.388 1.480 0.785 0.238
H -4.330 0.674 -0.400 0.197
H -9.528 2.067 0.818 0.184
H -8.983 3.145 -0.479 0.189
H -8.219 3.412 2.480 0.209
H -7.679 4.486 1.188 0.211
H -9.393 4.427 1.628 0.216
H -7.131 -0.849 -2.148 0.243
H -5.358 -0.659 -2.178 0.220
H -5.873 -2.896 -1.365 0.226
H -6.993 -2.250 -0.152 0.210
H -1.229 -1.846 -1.851 0.249
H 1.204 -1.822 -2.126 0.202
H 5.953 -1.651 2.015 0.249
H 7.062 -2.665 1.071 0.194
H 7.990 -0.822 -0.087 0.205
H 7.566 -0.034 1.435 0.229
```

Output
Lowest unoccupied orbital energy in Eh: 0.02194
Calculated total energy in eV: -43688.15648
SMILES string: CCOC(=O)C1CCN(C(=O)Nc2ccc(NC(=O)C3CCN(C(=O)OCC)CC3)cc2)CC1



# C24H35AsMgNO3S2

A molecular structure, C24H35AsMgNO3S2 (the ωB97M-V functional and the def2-TZVPD basis, the OMol25 dataset).

XYZ file:
```
67
Properties=species:S:1:pos:R:3:nbo_charge:R:1
Mg -0.423 0.157 0.255 1.791
C -2.843 -1.390 1.963 -0.662
C -2.322 -1.483 0.544 -0.075
C -1.229 -2.315 0.219 -0.059
C -0.621 -3.256 1.225 -0.637
C -0.760 -2.352 -1.104 -0.017
C 0.393 -3.258 -1.448 -0.647
C -1.395 -1.599 -2.102 0.004
C -0.799 -1.535 -3.487 -0.656
C -2.573 -0.902 -1.806 -0.012
C -3.367 -0.276 -2.928 -0.639
C -3.006 -0.797 -0.478 -0.021
C -4.189 0.061 -0.106 -0.645
H -2.074 -1.600 2.701 0.224
H -3.656 -2.103 2.122 0.237
H -3.242 -0.402 2.182 0.223
H -1.012 -4.264 1.058 0.232
H -0.838 -2.984 2.251 0.225
H 0.459 -3.303 1.115 0.219
H 1.329 -2.884 -1.033 0.226
H 0.531 -3.361 -2.519 0.234
H 0.227 -4.257 -1.042 0.228
H 0.289 -1.505 -3.436 0.239
H -1.119 -0.639 -4.014 0.222
H -1.083 -2.399 -4.093 0.234
H -3.098 0.770 -3.098 0.205
H -4.433 -0.311 -2.723 0.230
H -3.205 -0.810 -3.861 0.233
H -4.612 0.576 -0.961 0.225
H -3.896 0.830 0.611 0.224
H -4.979 -0.532 0.358 0.231
S 3.472 -0.396 -2.452 -0.180
C 2.153 -0.066 -1.593 0.145
N 1.207 0.191 -0.944 -0.888
C 3.423 -1.932 0.962 -1.003
As 2.487 -0.655 2.030 2.001
C 3.317 1.052 1.764 -0.998
C 2.683 -1.144 3.868 -0.994
O 0.829 -0.612 1.738 -1.301
H 4.472 -1.921 1.256 0.257
H 3.350 -1.638 -0.084 0.280
H 3.006 -2.924 1.121 0.253
H 4.238 1.094 2.344 0.255
H 2.634 1.828 2.105 0.251
H 3.539 1.188 0.707 0.271
H 3.725 -1.350 4.107 0.253
H 2.081 -2.033 4.044 0.259
H 2.316 -0.324 4.482 0.257
O -0.827 1.450 2.117 -0.598
C -0.019 1.398 2.918 0.624
C -1.843 3.473 -2.505 -0.802
S -0.742 2.139 -2.064 1.295
O -1.301 1.697 -0.705 -1.122
C 0.712 3.103 -1.721 -0.286
C 0.772 3.874 -0.568 -0.170
C 1.931 4.586 -0.305 -0.220
C 3.004 4.519 -1.187 -0.183
C 2.929 3.739 -2.332 -0.190
C 1.776 3.016 -2.603 -0.184
H -1.867 4.191 -1.688 0.247
H -2.831 3.049 -2.674 0.247
H -1.466 3.932 -3.418 0.253
H -0.069 3.903 0.114 0.223
H 1.998 5.198 0.585 0.227
H 3.907 5.077 -0.976 0.229
H 3.772 3.674 -3.005 0.236
H 1.721 2.370 -3.470 0.240
```

Output
Net charge: +1
Lowest unoccupied orbital energy in Eh: -0.07312
Calculated total energy in eV: -121040.64399



# C24H35ClO9PSiSn

A molecular structure, C24H35ClO9PSiSn at a distorted geometry (the ωB97M-V functional and the def2-TZVPD basis, the OMol25 dataset).

XYZ file:
```
72
Properties=species:S:1:pos:R:3:mulliken_charge:R:1
Sn 10.946 9.345 11.851 0.613
O 11.605 5.351 9.507 -0.470
C 11.415 6.187 10.481 0.498
O 12.212 6.960 10.913 -0.586
C 10.082 6.072 11.234 -0.603
O 9.832 7.231 11.949 -0.198
C 8.568 7.243 12.597 -0.542
C 8.211 8.654 13.043 0.350
O 7.169 8.877 13.603 -0.650
O 9.079 9.591 12.757 -0.475
H 12.501 5.520 9.098 0.421
H 10.192 5.198 11.843 0.430
H 9.269 5.917 10.552 0.487
H 8.525 6.560 13.461 0.386
H 7.793 6.959 11.904 0.375
C 4.516 13.654 15.288 -0.661
O 5.794 13.168 15.505 -0.293
P 6.367 11.766 15.100 0.341
O 7.252 12.131 13.438 0.342
C 7.997 13.399 13.242 -0.369
O 7.775 11.939 15.832 -0.266
C 8.652 10.848 16.150 -0.448
H 4.296 14.259 16.178 0.261
H 3.793 12.794 15.182 0.360
H 4.503 14.329 14.427 0.257
H 7.346 14.285 13.278 0.262
H 8.464 13.291 12.251 0.042
H 8.729 13.509 14.012 0.264
H 9.223 10.601 15.254 0.099
H 8.106 10.006 16.606 0.314
H 9.297 11.233 16.940 0.316
C 8.318 9.285 6.236 -1.906
C 8.629 9.038 7.703 2.358
C 7.420 9.469 8.580 -1.781
C 8.830 7.557 7.979 -1.452
Si 10.049 9.908 8.544 -0.695
O 9.973 9.583 10.198 0.878
C 11.726 9.448 7.822 0.692
C 11.957 8.953 6.476 -0.265
C 13.268 8.584 6.096 -0.519
C 14.363 8.664 6.938 -0.677
C 14.132 9.141 8.226 -0.796
C 12.862 9.476 8.673 -0.055
C 9.908 11.713 8.312 0.096
C 10.299 12.401 7.130 -0.377
C 10.065 13.751 6.929 -0.774
C 9.394 14.469 7.933 -0.724
C 9.074 13.845 9.109 -0.218
C 9.358 12.516 9.346 0.931
H 7.330 8.821 6.019 0.475
H 9.032 8.820 5.600 0.413
H 8.217 10.343 6.042 0.369
H 6.508 8.874 8.374 0.436
H 7.161 10.514 8.454 0.374
H 7.671 9.381 9.601 0.110
H 7.929 7.019 7.773 0.563
H 8.926 7.469 9.054 -0.162
H 9.658 7.125 7.432 0.373
H 11.196 8.884 5.760 0.364
H 13.463 8.140 5.082 0.311
H 15.321 8.320 6.594 0.435
H 14.896 9.272 8.941 0.452
H 12.676 9.688 9.724 -0.074
H 10.793 11.814 6.359 0.325
H 10.383 14.234 6.046 0.483
H 9.107 15.480 7.746 0.412
H 8.689 14.451 9.954 0.254
H 9.162 12.043 10.341 -0.661
Cl 5.255 12.845 11.870 -0.152
C 6.564 11.683 12.278 0.543
H 7.295 11.679 11.448 -0.545
H 6.139 10.692 12.505 0.329
```

Output
Net charge: +1
Lowest unoccupied orbital energy in Eh: -0.08517
Calculated total energy in eV: -79400.36164



# C24H35INO4P2Re

A molecular structure, C24H35INO4P2Re at a distorted geometry (the ωB97M-V functional and the def2-TZVPD basis, the OMol25 dataset).

XYZ file:
```
68
Properties=species:S:1:pos:R:3:nbo_charge:R:1
C -0.541 -0.965 -5.241 -0.703
C -0.512 0.123 -4.175 0.390
H -0.528 -0.492 -6.227 0.295
H -1.428 -1.592 -5.120 0.273
H 0.309 -1.641 -5.119 0.275
O -0.481 1.292 -4.517 -0.193
I -0.536 -0.939 0.677 0.336
Re -0.524 -0.398 -2.159 0.298
P 1.839 -0.575 -2.062 1.199
C 2.644 0.969 -1.515 -0.912
C 2.453 -1.843 -0.909 -0.948
H 3.485 -2.105 -1.163 0.282
H 3.755 -1.010 -3.504 0.277
H 1.808 -2.722 -0.969 0.254
H 2.317 -1.932 -4.009 0.246
H 2.259 1.222 -0.523 0.249
H 2.398 -1.440 0.105 0.247
C 2.670 -0.965 -3.644 -0.960
H 3.730 0.840 -1.472 0.267
H 2.428 -0.199 -4.386 0.254
H 2.403 1.778 -2.209 0.261
P -2.894 -0.440 -2.057 1.024
C -3.608 1.148 -1.512 -0.931
C -3.749 -0.786 -3.637 -0.934
H -2.984 -2.583 -0.961 0.251
H -4.624 -1.870 -1.151 0.279
H -3.495 -1.267 0.113 0.249
C -3.577 -1.669 -0.901 -0.943
H -3.449 -1.771 -4.001 0.251
H -4.834 -0.772 -3.494 0.281
H -4.700 1.083 -1.469 0.279
H -3.320 1.941 -2.208 0.265
H -3.467 -0.035 -4.380 0.256
H -3.209 1.380 -0.521 0.242
C -0.472 1.397 -1.688 0.689
O -0.440 2.509 -1.381 -0.470
C 4.243 0.211 2.938 -0.656
C 3.034 -0.661 3.040 -0.002
C 3.118 -2.022 2.692 -0.084
C 1.997 -2.843 2.784 -0.201
C 0.771 -2.290 3.150 -0.194
C 0.660 -0.898 3.414 0.138
N -0.638 -0.316 3.543 -0.436
C -1.206 0.879 2.870 0.141
C -2.448 1.201 3.453 -0.192
C -3.237 2.229 3.005 -0.165
C -2.813 3.011 1.951 -0.156
C -1.612 2.748 1.284 -0.148
C -0.756 1.674 1.623 -0.146
C 0.510 1.418 0.589 0.739
O 1.522 2.081 1.121 -0.461
O 0.672 0.439 -0.785 -0.803
C 1.804 -0.108 3.455 0.098
C 1.710 1.290 4.023 -0.688
H 4.011 1.035 2.228 0.238
H 4.488 0.632 3.932 0.264
H 5.115 -0.346 2.543 0.247
H 4.054 -2.454 2.360 0.249
H 2.068 -3.894 2.522 0.260
H -0.106 -2.932 3.137 0.244
H -1.327 -0.955 3.980 0.442
H -2.832 0.617 4.287 0.253
H -4.188 2.415 3.492 0.266
H -3.449 3.824 1.630 0.260
H -1.387 3.403 0.469 0.253
H 2.014 2.074 3.326 0.260
H 0.704 1.528 4.424 0.233
H 2.377 1.337 4.906 0.272
```

Output
Net charge: +3
Lowest unoccupied orbital energy (spin up / spin down) in Eh: -0.40320 / -0.44523
Calculated total energy in eV: -63907.35110
Multiplicity: 4



# C24H35N3O4S

A single C24H35N3O4S molecule at a distorted geometry (the ωB97M-V functional and the def2-TZVPD basis, the OMol25 dataset).

XYZ file:
```
67
Properties=species:S:1:pos:R:3:nbo_charge:R:1
C 0.711 3.343 -2.688 -0.620
C 0.895 2.971 -4.156 -0.392
C 1.441 1.556 -4.346 -0.403
C 0.576 0.498 -3.652 -0.221
N 0.871 -0.850 -4.099 -0.436
C 0.100 -1.309 -5.235 -0.419
C 1.823 -1.667 -3.595 0.697
O 2.000 -2.793 -4.030 -0.649
C 2.647 -1.146 -2.424 -0.344
C 4.060 -1.737 -2.459 -0.393
C 4.839 -1.281 -1.229 -0.419
C 4.097 -1.690 0.042 -0.228
N 2.733 -1.199 0.051 -0.675
S 2.532 0.410 0.483 2.321
O 3.510 0.711 1.486 -0.939
O 2.453 1.287 -0.659 -0.966
C 0.918 0.316 1.237 -0.373
C -0.156 0.996 0.698 -0.120
C -1.413 0.910 1.280 -0.271
C -1.552 0.128 2.417 0.253
C -0.455 -0.555 2.958 -0.052
C 0.786 -0.470 2.372 -0.163
C -0.889 -1.328 4.164 -0.430
C -2.313 -0.800 4.424 -0.022
C -2.331 0.186 5.592 -0.619
N -2.693 -0.112 3.184 -0.454
C -3.953 0.316 2.850 0.696
O -4.161 0.969 1.846 -0.621
C -5.065 -0.057 3.772 -0.350
C -6.461 0.044 3.212 -0.392
C -5.992 1.062 4.189 -0.390
C 1.968 -1.579 -1.114 -0.225
H -0.181 2.871 -2.281 0.193
H 0.596 4.419 -2.582 0.212
H 1.567 3.024 -2.098 0.227
H 1.594 3.669 -4.621 0.204
H -0.061 3.067 -4.679 0.191
H 1.495 1.333 -5.415 0.204
H 2.455 1.510 -3.947 0.202
H -0.477 0.687 -3.881 0.200
H 0.704 0.574 -2.573 0.218
H -0.957 -1.388 -4.970 0.191
H 0.206 -0.619 -6.074 0.191
H 0.473 -2.289 -5.523 0.250
H 2.723 -0.061 -2.430 0.245
H 3.989 -2.826 -2.485 0.219
H 4.568 -1.415 -3.371 0.216
H 5.838 -1.718 -1.226 0.216
H 4.936 -0.192 -1.237 0.207
H 4.580 -1.276 0.927 0.237
H 4.055 -2.781 0.127 0.198
H 0.008 1.606 -0.176 0.230
H -2.257 1.435 0.866 0.261
H 1.649 -0.981 2.765 0.236
H -0.237 -1.158 5.019 0.227
H -0.891 -2.399 3.948 0.226
H -3.001 -1.627 4.618 0.205
H -1.613 0.983 5.408 0.216
H -3.315 0.631 5.712 0.219
H -2.063 -0.323 6.514 0.215
H -4.880 -0.836 4.495 0.224
H -6.539 0.345 2.178 0.242
H -7.183 -0.693 3.526 0.217
H -5.763 2.048 3.815 0.230
H -6.380 1.044 5.197 0.217
H 0.980 -1.124 -1.012 0.216
H 1.852 -2.668 -1.108 0.219
```

Output
Lowest unoccupied orbital energy in Eh: 0.01933
Calculated total energy in eV: -48952.29157
SMILES string: CCCCN(C)C(=O)[C@@H]1CCCN(S(=O)(=O)c2ccc3c(c2)C[C@@H](C)N3C(=O)C2CC2)C1